# 1
{"formula": "C27H22BF4N5NbS2", "method": "ωB97M-V/def2-TZVPD", "homo_energy_ev": -10.78, "gap_ha": 0.2439, "spin_multiplicity": 1, "fmax_ha_per_bohr": 0.0654, "charge": 1, "species": ["Nb", "C", "C", "N", "N", "C", "N", "S", "C", "C", "C", "C", "C", "N", "H", "H", "H", "H", "H", "H", "H", "H", "H", "S", "C", "C", "C", "C", "C", "C", "N", "C", "C", "C", "C", "C", "C", "C", "H", "H", "H", "H", "H", "H", "H", "H", "F", "B", "F", "F", "F", "C", "C", "C", "C", "C", "C", "H", "H", "H", "H", "H"], "positions_angstrom": [[-12.23, -13.88, -1.64], [-11.12, -14.90, 2.54], [-11.73, -15.01, 1.15], [-12.47, -14.06, 0.59], [-12.78, -13.00, 1.41], [-13.25, -11.93, 0.77], [-13.63, -10.86, 1.52], [-13.28, -11.73, -0.98], [-11.71, -16.24, 0.45], [-11.17, -17.44, 0.90], [-11.44, -18.61, 0.22], [-12.26, -18.54, -0.89], [-12.53, -17.33, -1.44], [-12.27, -16.19, -0.80], [-11.34, -13.89, 2.87], [-10.00, -15.06, 2.48], [-11.57, -15.69, 3.19], [-13.87, -11.03, 2.49], [-13.94, -9.99, 1.12], [-10.62, -17.47, 1.88], [-11.18, -19.58, 0.66], [-12.64, -19.41, -1.34], [-13.10, -17.21, -2.34], [-16.87, -14.43, -2.88], [-17.02, -14.62, -1.20], [-18.14, -14.84, -0.41], [-17.99, -15.17, 0.91], [-16.76, -15.11, 1.60], [-15.64, -14.83, 0.86], [-15.76, -14.64, -0.57], [-14.70, -14.48, -1.46], [-15.10, -14.58, -2.73], [-14.14, -14.91, -3.74], [-14.59, -15.53, -4.92], [-13.58, -15.96, -5.83], [-12.23, -15.64, -5.57], [-11.84, -15.10, -4.30], [-12.82, -14.68, -3.44], [-19.09, -14.86, -0.92], [-18.88, -15.27, 1.53], [-16.79, -15.25, 2.68], [-14.68, -14.65, 1.36], [-15.68, -15.48, -5.10], [-13.85, -16.45, -6.74], [-11.44, -15.80, -6.36], [-10.76, -15.08, -4.11], [-8.74, -16.96, -2.62], [-7.89, -16.88, -3.62], [-10.37, -14.45, -1.52], [-8.35, -16.28, -4.71], [-6.59, -17.18, -3.50], [-9.50, -10.21, -3.75], [-9.24, -10.70, -2.49], [-10.14, -11.58, -1.91], [-11.13, -12.18, -2.69], [-11.32, -11.81, -3.98], [-10.56, -10.75, -4.51], [-8.92, -9.37, -4.18], [-8.31, -10.49, -1.94], [-9.91, -11.86, -0.90], [-12.07, -12.31, -4.62], [-10.62, -10.55, -5.58]]}

# 2
{"formula": "C27H22BrIMoN5O7S2Se4", "method": "ωB97M-V/def2-TZVPD", "s2": 2.016, "homo_energy_ev": [-3.40, -3.45], "gap_ha": [0.1953, 0.1829], "spin_multiplicity": 3, "fmax_ha_per_bohr": 0.0568, "charge": -1, "species": ["Mo", "O", "C", "C", "C", "N", "C", "Br", "C", "H", "H", "H", "H", "Se", "Se", "Se", "Se", "O", "C", "C", "C", "C", "C", "C", "C", "O", "N", "N", "C", "S", "C", "C", "S", "H", "H", "H", "H", "H", "H", "H", "H", "H", "C", "N", "C", "C", "C", "O", "N", "C", "O", "H", "H", "H", "H", "H", "I", "C", "C", "C", "C", "C", "C", "C", "O", "O", "H", "H", "H", "H"], "positions_angstrom": [[-0.01, -0.33, -0.16], [5.42, -0.10, 2.86], [4.29, -0.06, 2.11], [3.99, -0.98, 1.10], [2.80, -0.89, 0.42], [1.82, 0.01, 0.68], [2.14, 0.89, 1.65], [0.87, 2.17, 2.17], [3.33, 0.92, 2.35], [5.95, -0.86, 2.58], [4.69, -1.77, 0.84], [2.60, -1.62, -0.36], [3.49, 1.66, 3.12], [-1.70, -0.48, 2.16], [-2.69, -2.46, 2.27], [-5.39, 0.16, 1.30], [-3.48, 1.09, 1.97], [1.65, -3.83, -2.13], [1.43, -3.47, -3.43], [1.51, -4.41, -4.45], [1.40, -4.02, -5.77], [1.23, -2.68, -6.08], [1.10, -1.75, -5.08], [1.18, -2.13, -3.74], [0.92, -1.14, -2.70], [0.80, -1.44, -1.46], [0.75, 0.11, -3.05], [0.53, 0.90, -1.98], [0.37, 2.15, -2.29], [0.55, 3.49, -1.20], [-0.46, 4.58, -2.25], [-0.03, 4.38, -3.68], [0.17, 2.58, -3.99], [1.51, -4.77, -2.02], [1.66, -5.46, -4.21], [1.47, -4.75, -6.56], [1.17, -2.37, -7.11], [0.93, -0.71, -5.29], [-0.30, 5.60, -1.91], [-1.50, 4.29, -2.07], [0.93, 4.85, -3.87], [-0.77, 4.75, -4.38], [1.93, -3.30, 3.83], [1.27, -3.40, 2.56], [1.08, -4.57, 1.89], [0.39, -4.61, 0.74], [-0.16, -3.38, 0.18], [-0.87, -3.34, -0.81], [0.18, -2.22, 0.84], [0.74, -2.23, 2.06], [0.81, -1.22, 2.76], [2.41, -4.25, 4.07], [1.21, -3.03, 4.61], [2.68, -2.51, 3.79], [1.51, -5.45, 2.34], [0.20, -5.53, 0.22], [-5.81, -2.38, -3.32], [-4.52, -0.99, -2.41], [-3.33, -1.44, -1.86], [-2.50, -0.51, -1.27], [-2.85, 0.83, -1.22], [-4.04, 1.25, -1.80], [-4.88, 0.34, -2.39], [-2.01, 1.83, -0.49], [-2.31, 3.01, -0.47], [-0.96, 1.33, 0.09], [-3.05, -2.48, -1.87], [-1.59, -0.92, -0.77], [-4.30, 2.30, -1.72], [-5.82, 0.67, -2.83]]}

# 3
{"formula": "C27H22Cl2N6O8S3V", "method": "ωB97M-V/def2-TZVPD", "s2": 3.758, "homo_energy_ev": [-1.50, -2.31], "gap_ha": [0.2130, 0.2425], "spin_multiplicity": 4, "fmax_ha_per_bohr": 0.0111, "charge": -2, "species": ["V", "Cl", "C", "C", "C", "N", "C", "O", "C", "C", "C", "C", "C", "N", "C", "C", "C", "Cl", "N", "C", "O", "C", "C", "C", "C", "C", "N", "H", "H", "H", "H", "H", "H", "H", "H", "H", "H", "O", "S", "O", "O", "C", "C", "C", "C", "C", "C", "S", "O", "O", "O", "H", "H", "H", "H", "C", "N", "C", "S", "N", "C", "H", "H", "H", "H", "H", "H", "H", "H"], "positions_angstrom": [[0.09, 0.05, 0.64], [4.05, 2.77, -4.58], [2.98, 2.64, -3.20], [2.69, 1.36, -2.71], [1.85, 1.21, -1.62], [1.40, -0.01, -1.10], [1.24, -1.04, -1.94], [1.96, -1.43, -2.86], [-0.14, -1.66, -1.80], [-0.59, -2.64, -2.68], [-1.92, -3.00, -2.66], [-2.78, -2.35, -1.79], [-2.27, -1.37, -0.95], [-0.98, -1.04, -0.96], [1.27, 2.36, -1.01], [1.57, 3.62, -1.52], [2.44, 3.75, -2.61], [2.79, 5.36, -3.20], [0.48, 2.09, 0.10], [0.06, 3.05, 0.93], [-0.15, 4.26, 0.75], [-0.08, 2.50, 2.34], [-0.58, 3.29, 3.36], [-0.58, 2.78, 4.65], [-0.04, 1.53, 4.87], [0.44, 0.80, 3.79], [0.41, 1.27, 2.55], [3.10, 0.50, -3.20], [0.13, -3.07, -3.36], [-2.29, -3.77, -3.32], [-3.84, -2.58, -1.75], [-2.90, -0.82, -0.27], [1.12, 4.49, -1.08], [-0.96, 4.27, 3.11], [-0.99, 3.36, 5.47], [-0.02, 1.08, 5.86], [0.82, -0.20, 3.92], [-2.98, -0.04, 3.85], [-3.00, -0.34, 2.44], [-4.10, 0.25, 1.69], [-1.72, -0.19, 1.76], [-3.26, -2.12, 2.25], [-4.59, -2.51, 2.09], [-4.93, -3.83, 1.84], [-3.93, -4.78, 1.72], [-2.61, -4.40, 1.89], [-2.25, -3.09, 2.16], [-0.47, -2.83, 2.45], [-0.37, -2.12, 3.70], [0.06, -4.19, 2.49], [0.09, -2.10, 1.30], [-5.35, -1.74, 2.14], [-5.98, -4.10, 1.71], [-4.18, -5.81, 1.51], [-1.82, -5.14, 1.82], [5.13, -0.36, -0.58], [4.41, -1.40, 0.13], [3.87, -1.23, 1.36], [4.09, 0.15, 2.29], [3.15, -2.28, 1.80], [2.84, -3.43, 0.99], [6.00, -0.79, -1.08], [5.45, 0.39, 0.13], [4.48, 0.11, -1.32], [3.96, -2.08, -0.46], [2.57, -2.08, 2.60], [3.76, -3.93, 0.67], [2.23, -3.17, 0.11], [2.23, -4.12, 1.58]]}

# 4
{"formula": "C27H22ClF3IN2O4S", "method": "ωB97M-V/def2-TZVPD", "homo_energy_ev": -11.02, "gap_ha": 0.1994, "spin_multiplicity": 1, "fmax_ha_per_bohr": 0.0622, "charge": 1, "species": ["N", "C", "O", "C", "C", "C", "O", "O", "Cl", "C", "C", "S", "N", "C", "C", "O", "C", "I", "H", "H", "H", "H", "H", "H", "H", "F", "C", "C", "C", "C", "C", "C", "H", "H", "H", "H", "H", "F", "C", "C", "C", "C", "C", "C", "H", "H", "H", "H", "H", "F", "C", "C", "C", "C", "C", "C", "H", "H", "H", "H", "H"], "positions_angstrom": [[3.19, -4.13, 0.71], [2.35, -4.43, -0.01], [1.24, -4.69, -0.77], [0.11, -4.11, -0.18], [-0.54, -4.78, 0.98], [0.00, -6.11, 1.54], [0.29, -7.06, 0.88], [0.14, -6.23, 2.96], [-1.08, -7.24, 3.57], [-1.73, -4.07, 1.52], [-2.22, -2.82, 0.90], [-3.70, -2.08, 1.70], [-1.57, -2.23, -0.20], [-2.12, -0.98, -0.77], [-1.78, 0.31, 0.12], [-2.41, 1.42, -0.54], [-0.43, -2.84, -0.71], [0.69, -1.99, -2.36], [-2.29, -4.50, 2.40], [-3.25, -1.28, 2.73], [-1.80, -0.76, -1.81], [-3.24, -1.06, -0.81], [-2.23, 0.23, 1.15], [-0.68, 0.53, 0.15], [-1.77, 1.81, -1.18], [-3.71, -1.49, -2.87], [-4.07, -0.44, -3.65], [-5.35, -0.39, -4.16], [-5.73, 0.70, -4.95], [-4.81, 1.71, -5.21], [-3.53, 1.64, -4.69], [-3.15, 0.57, -3.90], [-6.05, -1.19, -3.95], [-6.73, 0.75, -5.35], [-5.10, 2.55, -5.83], [-2.81, 2.43, -4.91], [-2.16, 0.50, -3.48], [0.68, 3.21, -3.54], [1.30, 3.02, -2.36], [1.28, 1.77, -1.79], [1.92, 1.56, -0.57], [2.56, 2.63, 0.06], [2.56, 3.89, -0.53], [1.93, 4.09, -1.75], [0.77, 0.95, -2.29], [1.92, 0.58, -0.11], [3.05, 2.47, 1.01], [3.06, 4.71, -0.03], [1.93, 5.06, -2.23], [3.59, 4.26, 3.01], [4.09, 3.29, 3.80], [5.31, 2.73, 3.49], [5.83, 1.73, 4.31], [5.11, 1.30, 5.42], [3.88, 1.87, 5.72], [3.36, 2.88, 4.91], [5.85, 3.07, 2.62], [6.79, 1.29, 4.08], [5.52, 0.52, 6.06], [3.32, 1.54, 6.58], [2.41, 3.34, 5.13]]}

# 5
{"formula": "C27H22N4O8Ti", "method": "ωB97M-V/def2-TZVPD", "s2": 0.754, "homo_energy_ev": [-4.64, -5.29], "gap_ha": [0.2533, 0.2731], "spin_multiplicity": 2, "fmax_ha_per_bohr": 0.0099, "charge": -1, "species": ["Ti", "C", "O", "C", "C", "C", "C", "C", "C", "N", "N", "C", "C", "O", "C", "C", "C", "C", "C", "C", "C", "C", "H", "H", "H", "H", "H", "H", "H", "H", "H", "H", "H", "H", "H", "O", "C", "O", "C", "C", "C", "C", "C", "N", "C", "O", "O", "H", "H", "H", "N", "C", "C", "C", "O", "O", "H", "H", "H", "H", "H", "H"], "positions_angstrom": [[0.82, -0.71, -0.69], [1.64, 3.80, -0.84], [0.66, 2.94, -0.28], [0.85, 2.55, 1.01], [1.66, 3.23, 1.91], [1.76, 2.78, 3.22], [1.06, 1.66, 3.64], [0.27, 0.98, 2.72], [0.16, 1.41, 1.41], [-0.53, 0.61, 0.45], [-1.77, 0.57, 0.67], [-2.61, -0.23, -0.06], [-2.20, -1.14, -1.07], [-0.99, -1.28, -1.45], [-3.20, -1.94, -1.72], [-4.50, -1.84, -1.39], [-4.95, -0.93, -0.38], [-6.32, -0.83, -0.04], [-6.75, 0.03, 0.93], [-5.80, 0.83, 1.60], [-4.47, 0.75, 1.29], [-4.01, -0.13, 0.29], [1.60, 4.79, -0.39], [2.64, 3.37, -0.73], [1.40, 3.88, -1.90], [2.22, 4.10, 1.60], [2.40, 3.31, 3.92], [1.14, 1.30, 4.66], [-0.26, 0.07, 3.00], [-2.85, -2.63, -2.47], [-5.24, -2.46, -1.90], [-7.03, -1.46, -0.57], [-7.80, 0.10, 1.18], [-6.13, 1.51, 2.38], [-3.75, 1.36, 1.82], [0.49, -3.68, 2.34], [0.80, -2.78, 1.57], [0.05, -2.12, 0.77], [2.24, -2.31, 1.53], [3.27, -2.81, 2.31], [4.52, -2.21, 2.22], [4.70, -1.11, 1.39], [3.61, -0.68, 0.65], [2.44, -1.28, 0.72], [3.58, 0.53, -0.25], [4.57, 1.24, -0.39], [2.41, 0.75, -0.73], [3.07, -3.65, 2.96], [5.35, -2.58, 2.82], [5.63, -0.58, 1.30], [0.57, 0.61, -2.51], [0.55, -0.07, -3.81], [1.81, -0.92, -3.99], [1.79, -2.19, -3.14], [1.77, -3.28, -3.69], [1.82, -2.02, -1.86], [-0.26, 1.17, -2.37], [1.38, 1.21, -2.42], [0.48, 0.65, -4.63], [-0.34, -0.71, -3.85], [2.68, -0.32, -3.72], [1.90, -1.22, -5.03]]}

# 6
{"formula": "C27H23AuF9GeN2PS2", "method": "ωB97M-V/def2-TZVPD", "homo_energy_ev": -2.08, "gap_ha": 0.2160, "spin_multiplicity": 1, "fmax_ha_per_bohr": 0.0148, "charge": -2, "species": ["Au", "F", "C", "F", "F", "C", "C", "C", "C", "C", "C", "P", "C", "C", "C", "C", "C", "C", "C", "F", "F", "F", "C", "C", "C", "C", "C", "C", "C", "F", "F", "F", "H", "H", "H", "H", "H", "H", "H", "H", "H", "H", "H", "H", "C", "Ge", "C", "C", "C", "H", "H", "H", "H", "H", "H", "H", "H", "H", "H", "H", "S", "C", "N", "S", "C", "N"], "positions_angstrom": [[-0.28, 2.08, -1.49], [6.38, -5.05, -0.58], [5.07, -5.39, -0.62], [4.92, -6.21, -1.68], [4.85, -6.16, 0.47], [4.17, -4.21, -0.68], [4.50, -3.06, 0.04], [3.64, -1.98, 0.03], [2.43, -2.01, -0.67], [2.13, -3.16, -1.40], [2.98, -4.26, -1.40], [1.43, -0.49, -0.85], [-0.24, -1.25, -1.04], [-0.85, -2.10, -0.12], [-2.10, -2.63, -0.39], [-2.75, -2.30, -1.57], [-2.16, -1.45, -2.49], [-0.90, -0.93, -2.22], [-4.13, -2.85, -1.82], [-5.09, -2.09, -1.26], [-4.28, -4.09, -1.30], [-4.42, -2.94, -3.13], [1.52, 0.11, 0.89], [1.82, 1.47, 1.06], [1.92, 2.02, 2.33], [1.74, 1.21, 3.45], [1.47, -0.14, 3.30], [1.38, -0.68, 2.03], [1.86, 1.82, 4.81], [3.14, 2.18, 5.09], [1.47, 0.99, 5.80], [1.13, 2.95, 4.94], [5.43, -3.02, 0.59], [3.91, -1.09, 0.59], [1.21, -3.22, -1.96], [2.73, -5.14, -1.96], [-0.37, -2.36, 0.81], [-2.58, -3.28, 0.33], [-2.67, -1.16, -3.40], [-0.47, -0.23, -2.92], [1.93, 2.10, 0.19], [2.13, 3.07, 2.45], [1.34, -0.77, 4.17], [1.22, -1.75, 1.93], [-1.28, 4.60, 0.94], [-2.53, 3.09, 0.66], [-3.27, 2.69, 2.47], [-4.02, 3.69, -0.47], [-1.66, 1.52, -0.09], [-1.81, 5.47, 1.33], [-0.81, 4.86, -0.01], [-0.50, 4.32, 1.65], [-3.82, 3.55, 2.88], [-2.46, 2.45, 3.16], [-3.95, 1.84, 2.42], [-4.45, 4.63, -0.09], [-4.81, 2.94, -0.48], [-3.70, 3.84, -1.50], [-2.42, 0.91, -0.59], [-1.23, 0.92, 0.72], [-4.70, 2.88, -4.85], [-3.38, 2.17, -4.15], [-2.45, 1.67, -3.65], [3.32, 3.60, -4.45], [2.12, 3.10, -3.47], [1.26, 2.73, -2.77]]}

# 7
{"formula": "C27H23BiCl2N7O3S", "method": "ωB97M-V/def2-TZVPD", "homo_energy_ev": -10.46, "gap_ha": 0.2627, "spin_multiplicity": 1, "fmax_ha_per_bohr": 0.0018, "charge": 1, "species": ["Bi", "N", "C", "N", "C", "N", "C", "C", "N", "C", "C", "N", "H", "H", "H", "H", "H", "Cl", "C", "C", "C", "Cl", "C", "O", "C", "C", "O", "C", "H", "H", "H", "C", "C", "C", "C", "C", "C", "N", "N", "C", "C", "C", "C", "C", "C", "H", "H", "H", "H", "H", "H", "H", "H", "H", "C", "S", "C", "O", "H", "H", "H", "H", "H", "H"], "positions_angstrom": [[-0.25, 0.24, 0.19], [-4.32, -2.62, 0.08], [-4.06, -1.39, -0.36], [-2.85, -1.34, -0.87], [-2.41, -2.62, -0.71], [-3.27, -3.43, -0.12], [-1.08, -3.08, -1.15], [-0.89, -4.43, -1.45], [0.29, -4.90, -1.84], [1.27, -4.01, -1.97], [1.08, -2.67, -1.68], [-0.09, -2.20, -1.26], [-5.17, -2.99, 0.49], [-4.77, -0.57, -0.31], [-1.71, -5.13, -1.36], [2.23, -4.38, -2.30], [1.89, -1.96, -1.79], [-1.08, 7.09, 3.35], [-0.73, 5.67, 2.42], [-0.61, 5.78, 1.02], [-0.33, 4.68, 0.26], [-0.18, 4.82, -1.45], [-0.14, 3.39, 0.84], [0.18, 2.40, 0.07], [-0.29, 3.31, 2.25], [-0.13, 2.08, 2.97], [-0.02, 0.94, 2.50], [-0.56, 4.46, 3.02], [-0.74, 6.74, 0.54], [-0.12, 2.18, 4.06], [-0.64, 4.37, 4.09], [-1.41, 2.30, -5.21], [-0.07, 2.65, -5.08], [0.68, 2.14, -4.03], [0.07, 1.30, -3.12], [-1.27, 0.96, -3.23], [-2.01, 1.46, -4.29], [0.77, 0.76, -2.00], [2.01, 0.77, -2.05], [2.65, 0.28, -0.88], [4.03, 0.16, -0.95], [4.72, -0.34, 0.15], [4.03, -0.70, 1.29], [2.64, -0.57, 1.35], [1.94, -0.09, 0.27], [-1.99, 2.70, -6.03], [0.39, 3.31, -5.80], [1.72, 2.41, -3.90], [-1.73, 0.29, -2.50], [-3.06, 1.19, -4.39], [4.54, 0.46, -1.85], [5.80, -0.43, 0.11], [4.57, -1.07, 2.15], [2.13, -0.83, 2.27], [0.17, -4.25, 2.07], [-0.02, -2.61, 2.78], [-1.41, -2.96, 3.84], [-0.60, -1.78, 1.66], [-0.79, -4.56, 1.64], [0.50, -4.94, 2.84], [0.93, -4.17, 1.29], [-2.22, -3.36, 3.24], [-1.69, -2.03, 4.32], [-1.10, -3.68, 4.60]]}